Computed, not measured: a molecular structure, C30H26AsBrNPdS, with ωB97M-V/def2-TZVPD.

Gap between HOMO and LUMO ... 7.00 eV
E ... -178221.020 eV
Net charge ... -1
E_LUMO ... 2.71 eV

XYZ file:
```
61
Properties=species:S:1:pos:R:3:forces:R:3:mulliken_charge:R:1
Pd -0.50598 1.01314 1.53695 -0.2 0.1 0.4 -0.075
C -4.27017 5.15148 -1.09719 0.0 0.0 0.0 -1.384
C -3.38310 4.14757 -0.41520 0.0 0.0 0.0 0.982
C -2.65164 4.46499 0.73277 0.0 0.0 0.0 -0.393
C -1.85271 3.51707 1.33472 -0.1 -0.1 0.0 -0.826
C -1.79899 2.23690 0.75622 0.0 0.1 0.1 0.567
Br 0.92825 2.56809 3.40135 0.0 -0.1 -0.2 -0.697
N -2.48007 1.92736 -0.31971 0.1 -0.1 -0.1 0.062
C -3.24988 2.85846 -0.89276 0.0 0.1 0.0 -0.833
H -4.99543 5.57891 -0.40168 0.0 0.0 0.0 0.319
H -4.82374 4.68700 -1.91434 0.0 0.0 0.0 0.359
H -3.69188 5.97941 -1.51450 0.0 0.0 0.0 0.284
H -2.71055 5.46278 1.15729 0.0 0.0 0.0 0.392
H -1.26758 3.72941 2.21932 0.0 0.0 0.0 0.336
H -3.79418 2.54721 -1.78191 0.0 0.0 0.0 0.257
C 6.44911 -0.57268 1.10270 0.0 0.0 0.0 -0.378
C 5.75323 0.02120 0.06057 0.0 0.0 0.0 -0.691
C 4.36455 0.04169 0.07032 0.0 0.0 0.0 0.095
C 3.65991 -0.52887 1.12399 0.0 0.0 0.0 -0.061
C 4.36605 -1.11300 2.17307 0.0 0.0 0.0 -0.485
C 5.75260 -1.14101 2.16103 0.0 0.0 0.0 -0.580
As 1.70970 -0.59322 1.22519 -0.1 0.1 0.1 0.967
C 1.24883 0.68033 -0.19272 0.1 -0.2 -0.2 -1.343
C 1.58753 2.02699 -0.02188 -0.1 0.0 0.0 0.751
C 1.18358 2.96839 -0.96620 0.0 0.0 0.0 -0.875
C 0.44636 2.57868 -2.07059 0.0 0.0 0.0 -0.378
C 0.11033 1.24012 -2.24664 0.0 0.0 0.0 -0.733
C 0.50541 0.29671 -1.31488 0.1 0.0 0.0 0.054
C 1.38116 -2.27188 0.29754 0.0 0.0 0.0 -0.088
C 2.18426 -2.76793 -0.72653 0.0 0.0 0.0 0.088
C 1.85009 -3.95538 -1.35827 0.0 0.0 0.0 -0.628
C 0.70966 -4.65234 -0.97248 0.0 0.0 0.0 -0.566
C -0.09146 -4.16503 0.04749 0.0 0.0 0.0 -0.528
C 0.24725 -2.97762 0.68606 0.0 0.0 0.0 -0.566
H 7.53210 -0.58620 1.09507 0.0 0.0 0.0 0.361
H 6.29119 0.47160 -0.76476 0.0 0.0 0.0 0.376
H 3.82745 0.50947 -0.74576 0.0 0.0 0.0 0.371
H 3.82743 -1.53940 3.01173 0.0 0.0 0.0 0.382
H 6.28951 -1.59697 2.98366 0.0 0.0 0.0 0.371
H 2.14019 2.34478 0.85366 0.0 0.0 0.0 0.508
H 1.43255 4.01106 -0.81377 0.0 0.0 0.0 0.397
H 0.11864 3.31751 -2.79196 0.0 0.0 0.0 0.390
H -0.48673 0.93588 -3.09747 0.0 0.0 0.0 0.361
H 0.22785 -0.74149 -1.44407 0.0 0.0 0.0 0.345
H 3.07026 -2.22117 -1.02985 0.0 0.0 0.0 0.394
H 2.47421 -4.33836 -2.15720 0.0 0.0 0.0 0.395
H 0.44709 -5.57518 -1.47593 0.0 0.0 0.0 0.377
H -0.99370 -4.68753 0.33833 0.0 0.0 0.0 0.416
H -0.38788 -2.58168 1.47041 0.0 0.0 0.0 0.537
S -2.25238 -0.29414 2.31317 0.1 0.0 -0.1 -0.301
C -2.78841 -1.44261 1.09082 -0.1 0.0 0.0 0.149
C -3.49064 -2.57318 1.52781 0.0 -0.1 0.0 -0.362
C -3.92314 -3.54162 0.63443 0.0 0.0 0.0 -0.557
C -3.67451 -3.40941 -0.72595 0.0 0.0 0.0 -0.551
C -2.99236 -2.28371 -1.17076 0.0 0.0 0.0 -0.610
C -2.55690 -1.31341 -0.28097 0.0 0.0 0.0 -0.155
H -3.68608 -2.69392 2.58719 0.0 0.0 0.0 0.364
H -4.45725 -4.40780 1.00974 0.0 0.0 0.0 0.338
H -4.00930 -4.16599 -1.42544 0.0 0.0 0.0 0.359
H -2.78798 -2.15524 -2.22851 0.0 0.0 0.0 0.382
H -2.06168 -0.42620 -0.64273 0.1 0.1 0.0 0.560
```
Forces are in eV/Å.

---

Computed, not measured: C4H5N3O2 in the gas phase, with ωB97M-V/def2-TZVPD.

Gap between HOMO and LUMO ... 9.66 eV
E ... -12788.301 eV
Net charge ... 0
E_LUMO ... 0.57 eV

XYZ file:
```
14
Properties=species:S:1:pos:R:3:forces:R:3:mulliken_charge:R:1
C 0.84389 1.05912 -0.49053 0.8 -0.6 0.3 -0.649
C -0.33113 1.12826 0.06312 -2.1 -1.1 1.5 -0.093
C 0.72847 -1.47323 -0.40373 0.9 3.6 -0.7 -0.192
C 1.54679 -0.23372 -0.84248 0.9 0.3 -0.4 -0.329
N -0.37447 -1.48598 0.17548 -2.7 2.8 1.7 -0.509
N -0.91407 -0.08897 0.48327 1.1 -2.1 -0.8 0.235
N -2.04260 -0.01850 1.24928 -0.3 0.0 -0.5 0.934
O -2.36691 1.09325 1.65847 0.2 -0.2 0.0 -0.667
O -2.66654 -1.02683 1.39811 -0.4 -0.8 0.5 -0.595
H 1.31490 1.96018 -0.71217 0.8 1.3 -0.7 0.412
H -1.08295 1.89257 0.35827 1.5 0.1 -0.6 0.447
H 1.10379 -2.41321 -0.54901 1.1 -2.3 -0.6 0.475
H 1.59296 -0.08048 -1.98375 0.4 -1.2 1.5 0.241
H 2.64786 -0.31245 -0.40431 -2.3 0.2 -1.0 0.290
```
Forces are in eV/Å.

---

Computed, not measured: a molecular structure, C5H12N2, with ωB97M-V/def2-TZVPD.

Gap between HOMO and LUMO (alpha / beta) ... 5.17 / 5.28 eV
E ... -8346.506 eV
2S+1 ... 2
Net charge ... +1
E_LUMO (alpha / beta) ... -7.55 / -7.53 eV

XYZ file:
```
19
Properties=species:S:1:pos:R:3:forces:R:3:lowdin_spin:R:1
C -0.61658 -2.15013 -0.40729 0.5 -1.7 -2.1 0.241
C -0.30591 -0.72063 -0.15684 -0.2 1.8 -0.4 0.031
C 0.00549 0.20483 -1.34698 0.6 -1.9 1.8 0.021
C 0.49484 1.48465 -1.09475 0.6 2.9 2.2 0.004
N 0.51173 2.03074 0.14086 -0.4 0.0 -2.2 -0.004
C 0.89987 3.45253 0.13469 -0.1 0.3 -0.5 -0.001
N -0.66031 -2.80370 1.94088 -1.0 1.0 3.0 0.588
H 0.17108 -2.78233 -0.89983 -0.4 1.0 0.4 0.003
H -1.54315 -2.43967 -0.89106 -0.3 0.5 0.0 0.007
H 0.54573 -0.66092 0.59664 -0.8 0.3 -0.9 0.001
H -1.13841 -0.13172 0.40330 1.0 -1.0 -0.7 0.003
H 0.00873 -0.09156 -2.42155 -0.4 -0.1 0.9 0.001
H 0.86594 2.15114 -1.87046 -0.3 -0.4 -0.5 0.001
H 1.10638 3.81041 -0.90819 -0.3 -0.1 0.9 0.000
H 0.13733 4.15287 0.63134 0.8 -1.4 -0.5 0.000
H 1.83517 3.56745 0.71244 -0.4 -0.2 0.1 0.000
H -1.60842 -3.07016 2.24490 0.3 -0.1 -0.6 0.017
H -0.66657 -2.62779 0.68894 0.2 -0.1 -0.3 0.067
H -0.04295 -3.37598 2.50297 0.5 -0.7 -0.6 0.022
```
Forces are in eV/Å.

---

Computed, not measured: 2 unconnected molecules or ions with the total composition CH2NO2S, with ωB97M-V/def2-TZVPD.

Gap between HOMO and LUMO ... 5.87 eV
E ... -17490.601 eV
Net charge ... -1
E_LUMO ... 3.63 eV

XYZ file:
```
7
Properties=species:S:1:pos:R:3:forces:R:3:mulliken_charge:R:1
C -1.89281 0.23092 -3.13571 0.3 0.6 0.2 0.722
N 0.25163 -0.53756 -2.10282 1.7 -0.1 0.5 -0.625
O -2.64659 -0.61023 -2.97275 -1.2 -2.2 0.4 -0.365
O -1.37395 1.22692 -3.37810 1.0 1.8 -0.6 -0.408
S 0.34414 -1.55124 -0.55019 -0.1 0.3 -0.4 -0.718
H 0.77952 0.31339 -1.87192 -1.1 0.4 0.5 0.200
H 1.07748 -0.88685 -2.59699 -0.6 -0.9 -0.6 0.194
```
Forces are in eV/Å.

---

Computed, not measured: a molecular structure, C14H21HfN6O2S, with ωB97M-V/def2-TZVPD.

Gap between HOMO and LUMO ... 7.64 eV
E ... -40032.259 eV
Net charge ... +1
E_LUMO ... -2.93 eV

XYZ file:
```
45
Properties=species:S:1:pos:R:3:forces:R:3:mulliken_charge:R:1
Hf -0.72559 0.30821 -0.55175 0.3 2.5 2.0 1.420
N -1.99744 1.86909 -1.97101 -0.6 -0.2 0.0 -0.541
N -2.00538 0.87666 -3.01068 -0.3 0.0 -0.2 -0.200
C -2.26824 -0.48135 -2.64546 -1.0 0.2 -2.3 0.549
O -2.59765 -1.24583 -3.50593 0.1 0.0 0.2 -0.551
O -2.07619 -0.72812 -1.39272 -1.3 -1.6 -0.1 -0.589
H -2.95394 2.03591 -1.62272 0.4 0.0 -0.1 0.296
H -1.68599 2.75419 -2.37966 0.2 -0.4 0.2 0.269
H -2.48021 1.12903 -3.87704 0.2 0.0 0.3 0.252
C -3.36357 1.74176 4.05890 -0.5 0.5 0.1 -0.820
N -2.31706 0.78745 3.80607 0.7 -0.4 -0.7 0.144
C -1.87276 -0.15306 4.69929 0.5 -0.4 0.1 -0.605
C -0.83579 -0.80833 4.12620 -0.4 0.0 0.5 -0.308
N -0.65547 -0.27859 2.87026 -0.6 0.4 0.2 0.378
C -1.57122 0.69707 2.68748 0.2 0.0 0.2 0.502
S -1.71099 1.74809 1.35025 0.0 0.4 -0.3 -0.776
C 0.36456 -0.70708 1.96569 1.0 -0.1 0.5 0.079
C 1.63824 -0.74801 2.43122 -0.9 0.2 0.0 -0.660
C 2.63047 -1.42333 1.64310 -0.1 -0.3 -0.5 -0.689
C 2.30740 -1.86275 0.42374 0.0 0.1 0.3 -1.195
C 1.01307 -1.46110 -0.21024 0.1 0.0 -0.2 0.429
N -0.08137 -1.16366 0.75178 -0.1 -0.3 0.9 -0.456
H -3.11148 2.33267 4.94013 0.0 0.0 -0.1 0.361
H -4.31000 1.22958 4.22625 0.0 0.0 0.0 0.348
H -3.46503 2.40267 3.19952 0.0 -0.1 0.1 0.252
H -2.33405 -0.28277 5.65653 0.0 0.0 0.2 0.495
H -0.22128 -1.60573 4.49377 0.0 -0.1 0.0 0.507
H 1.87227 -0.37015 3.41302 0.0 0.0 0.1 0.544
H 3.59188 -1.62923 2.08402 0.1 -0.1 0.0 0.471
H 2.97501 -2.46131 -0.17113 0.1 -0.1 0.0 0.697
H 0.63170 -2.24955 -0.88429 0.3 0.2 0.2 0.422
C 1.40118 -1.23679 -3.17442 0.1 0.3 0.3 -1.503
C 1.79602 -0.08404 -2.23763 0.6 0.3 -0.3 1.607
C 3.32320 -0.04645 -2.06309 -0.4 0.0 -0.1 -1.734
C 1.32230 1.24689 -2.85650 0.2 -0.4 0.2 -1.839
N 1.12370 -0.16149 -0.93970 1.0 -0.6 -1.3 -0.128
H 1.74127 -1.02109 -4.18372 0.0 0.0 -0.1 0.447
H 0.31558 -1.36486 -3.18967 0.0 -0.1 -0.1 0.249
H 1.86680 -2.16852 -2.86355 0.0 -0.2 0.0 0.388
H 3.79431 0.17174 -3.01737 0.1 0.0 -0.1 0.495
H 3.68614 -1.00525 -1.71108 0.1 -0.1 0.0 0.338
H 3.60563 0.71611 -1.34237 0.0 0.1 0.1 0.378
H 1.99575 1.55905 -3.65177 -0.1 0.1 -0.1 0.493
H 1.31683 2.02761 -2.08514 0.1 0.1 -0.1 0.344
H 0.32737 1.11467 -3.28858 0.0 0.1 0.0 0.441
```
Forces are in eV/Å.

---

Computed, not measured: a molecular structure, C16H22AlBeBr3Cl2F15NbO7PS2, with ωB97M-V/def2-TZVPD.

Gap between HOMO and LUMO ... 1.31 eV
E ... -346685.228 eV
Net charge ... +1
E_LUMO ... -7.58 eV

XYZ file:
```
71
Properties=species:S:1:pos:R:3:forces:R:3:mulliken_charge:R:1
C 2.89936 1.37994 3.83382 1.5 0.3 0.4 -1.034
Nb 2.20196 -0.34822 2.48524 -2.6 1.3 -0.7 -0.366
S 2.02241 1.21250 0.50487 0.4 0.4 1.3 -0.284
C 0.01162 -0.10843 3.05710 -4.8 2.9 -1.4 -0.015
C -0.51283 1.42468 3.26039 -0.6 3.7 -0.6 -0.400
C -1.03970 2.17247 1.89152 3.0 -0.5 -0.1 -0.350
S -2.48498 3.34287 2.14660 -6.7 -0.2 -1.6 1.230
O -3.39305 3.00419 3.35304 4.6 1.5 -3.3 -0.598
O -3.35990 3.28524 0.86656 3.9 0.4 3.7 -0.598
O -1.85327 4.95981 2.24782 0.2 -2.9 -0.4 -0.470
C 1.61682 -2.19126 1.29109 1.0 -1.5 -0.5 -0.200
C 1.85152 -2.11137 -0.32336 -0.6 -1.3 -0.2 -0.120
C 0.36838 -1.96798 -1.03050 0.7 -1.0 2.4 0.711
F -0.40678 -0.91778 -0.33161 1.7 -2.9 -2.6 -0.170
F -0.34303 -3.26768 -0.73215 1.4 3.2 -1.1 -0.362
C 0.40379 -1.84230 -2.66348 -3.1 0.5 0.6 0.482
F 1.42392 -2.85316 -3.13261 -2.4 2.3 0.7 -0.278
F -0.97564 -2.23121 -3.14083 4.5 0.6 0.9 -0.300
C 0.67498 -0.33512 -3.24545 1.4 2.0 1.1 0.584
F 1.91723 0.20320 -2.60386 -5.7 -3.4 -1.0 -0.191
F -0.47746 0.55963 -2.86869 3.8 -3.4 -1.3 -0.288
C 0.98777 -0.29857 -4.88420 2.8 -0.4 -1.0 0.504
F 0.49458 -1.52844 -5.58683 1.2 3.7 2.3 -0.328
F 2.48447 -0.29124 -5.04914 -5.4 -0.6 0.2 -0.212
C 0.43621 1.05173 -5.62902 -2.0 2.0 0.5 0.617
F 0.74177 2.32546 -4.87766 -1.2 -4.9 -2.5 -0.214
F -1.06378 0.90955 -5.72657 4.8 0.4 0.4 -0.278
C 0.99578 1.28806 -7.15179 0.9 2.0 -3.1 0.531
F 0.03604 2.18862 -7.88652 3.3 -3.3 2.7 -0.238
F 2.29608 2.03805 -7.10874 -4.7 -3.1 -0.2 -0.203
F 1.12647 0.06381 -7.97310 -0.3 4.2 3.2 -0.215
P 4.69828 -0.82573 2.05230 1.8 0.2 -3.1 0.602
O 4.96137 -1.54739 0.48978 -0.2 2.8 3.7 -0.330
Cl 5.72745 1.05692 2.00614 -1.0 -1.9 -0.1 -0.153
H 3.96902 1.14121 4.24513 -2.0 0.9 -0.3 0.366
H 2.14838 1.49718 4.73446 1.5 -0.3 -1.7 0.286
H 2.97056 2.39085 3.20823 -0.2 -2.2 1.4 0.240
H 2.37426 -1.43164 3.97023 0.1 0.6 -0.4 0.171
H 2.38340 2.52957 0.86778 -0.3 -1.6 -0.2 0.251
H -0.18830 -0.68795 4.07647 1.3 -0.9 0.9 0.136
H -0.65429 -0.63338 2.24131 1.7 1.2 1.3 0.594
H 0.22831 2.15245 3.79601 -1.0 -1.6 -1.1 0.173
H -1.46804 1.35730 3.97404 2.9 2.2 -2.6 0.555
H -0.13421 2.85011 1.51121 -2.2 -1.4 0.5 0.160
H -1.25441 1.36119 1.06784 -0.2 2.0 1.5 0.204
H -1.18879 5.09993 1.50971 -1.1 -0.4 0.9 0.371
H 2.24090 -3.11035 1.71360 -1.4 1.6 -1.0 0.327
H 0.48232 -2.44252 1.56541 3.0 0.9 -0.7 -0.398
H 2.27142 -3.17958 -0.65260 -0.9 2.5 0.4 0.208
H 2.64420 -1.33476 -0.68765 -1.6 -1.4 0.3 0.176
H 5.10221 -0.75225 -0.13356 0.0 -1.6 -0.3 0.394
Al 0.91328 -4.85832 -3.67222 0.0 -0.1 -0.1 0.797
C -5.84801 6.06528 -0.01063 0.1 -0.4 0.3 -0.095
Br -6.01034 7.22816 -1.56169 -0.2 0.1 0.5 0.046
Br -4.72331 6.85090 1.36848 -0.4 -0.2 -0.5 -0.002
Br -7.58683 5.54016 0.68551 0.5 0.2 -0.2 0.009
H -5.34900 5.15068 -0.34757 -0.2 0.4 0.1 0.157
F 3.07382 1.48601 -3.46763 1.4 1.7 -0.5 -0.502
C -1.64692 -5.72831 2.23452 -0.1 -1.3 -0.1 -0.344
C -2.84890 -4.86400 2.03153 -1.1 -0.5 -0.5 -0.352
O -2.49553 -3.65746 2.68076 1.6 0.6 0.3 -0.291
C -1.13161 -3.60796 2.71142 0.1 0.4 0.5 0.591
O -0.48531 -2.62934 3.04652 -1.7 -2.4 -0.1 -0.396
O -0.58579 -4.79552 2.31740 -0.1 1.6 0.4 -0.275
H -1.48857 -6.42288 1.40499 0.2 0.2 0.2 0.294
H -1.69279 -6.29552 3.17007 0.0 0.1 -0.1 0.314
H -3.03901 -4.65395 0.97369 0.0 0.0 0.1 0.259
H -3.75057 -5.29410 2.47611 0.2 0.3 0.0 0.306
F 4.43724 -1.72031 -1.55176 -0.4 0.5 -0.3 -0.639
Be -4.53817 5.89133 -3.53822 0.2 -0.2 -0.2 0.029
Cl -1.59845 -0.29306 4.50089 -1.2 -4.8 2.0 -0.187
```
Forces are in eV/Å.

---

Computed, not measured: a gas-phase ion, C9H18NOS (charge +1), with ωB97M-V/def2-TZVPD.

Gap between HOMO and LUMO ... 9.24 eV
E ... -23988.859 eV
Net charge ... +1
E_LUMO ... -3.65 eV

XYZ file:
```
30
Properties=species:S:1:pos:R:3:forces:R:3:mulliken_charge:R:1
C -2.19340 0.18571 -0.31530 3.7 0.6 0.5 -0.227
C -0.96835 -0.34835 -0.09958 0.3 1.4 -1.3 -0.451
C -0.75702 2.36871 -0.80220 1.1 -0.6 2.3 0.069
C -1.65442 -2.68503 0.39595 -2.1 -1.3 -2.9 -1.791
C 0.36290 -2.43071 -1.00311 1.1 2.8 -0.4 -1.150
C 0.75348 1.14731 2.00322 0.7 0.8 1.7 -1.213
C 2.40540 1.63878 0.09472 0.5 -0.6 1.3 -1.341
C -0.51691 -1.78891 0.09358 -1.0 1.2 -0.9 0.882
C 1.29109 0.75265 0.70122 0.0 -1.3 -1.5 0.340
N 0.12449 0.66210 -0.25099 -0.5 1.9 -2.6 -0.286
O -0.44671 2.55360 -2.07428 3.1 1.3 2.4 -0.368
S -2.46947 1.89891 -0.51634 0.4 0.4 0.3 -0.099
H -3.04583 -0.35093 -0.40433 -2.5 -1.9 0.0 0.547
H -0.21488 3.08274 -0.02506 -1.3 -1.5 -2.0 0.363
H -2.29770 -2.85255 -0.58967 1.5 0.1 1.7 0.346
H -2.45167 -2.45562 1.08823 0.5 0.4 0.8 0.414
H -1.12422 -3.59499 0.60234 -0.7 -1.0 0.4 0.428
H -0.13346 -2.68228 -1.94772 -0.1 0.3 0.3 0.348
H 0.87124 -3.29216 -0.63241 0.1 -0.7 0.4 0.445
H 1.20089 -1.66049 -1.19558 -1.0 -1.3 -0.2 0.257
H 0.40810 2.22621 2.10468 0.4 -1.5 0.0 0.221
H 0.02536 0.40388 2.23405 -1.4 0.0 0.4 0.395
H 1.52505 0.85539 2.73525 -0.1 0.9 0.0 0.431
H 2.07619 2.64207 -0.19208 0.0 -0.1 0.3 0.298
H 2.89101 1.19053 -0.75524 -0.1 -0.3 -0.6 0.437
H 3.23799 1.70453 0.84597 -0.9 0.2 -0.5 0.394
H 0.09019 -1.72651 0.95262 0.9 -0.1 1.3 0.189
H 1.56400 -0.35357 0.80774 0.4 1.5 -0.3 0.141
H 0.55597 0.62304 -1.21142 -0.6 -0.5 1.0 0.551
H -1.10930 2.28595 -2.64428 -2.5 -1.1 -1.9 0.428
```
Forces are in eV/Å.

---

Computed, not measured: C4H7NO3 in the gas phase, with ωB97M-V/def2-TZVPD.

Gap between HOMO and LUMO ... 9.86 eV
E ... -11889.608 eV
Net charge ... 0
E_LUMO ... -0.02 eV

XYZ file:
```
15
Properties=species:S:1:pos:R:3:forces:R:3:mulliken_charge:R:1
C -0.73933 -1.07033 0.26212 4.1 0.8 3.4 0.551
C -0.95330 -0.82116 -1.10732 -4.7 -0.8 -3.3 -0.999
C -0.14760 1.47081 0.48802 -0.8 1.0 -0.3 -1.259
C 0.48954 0.15080 0.75259 -3.9 -2.8 3.0 0.078
N 1.69602 -0.19912 0.11548 1.8 -0.1 -0.7 0.922
O 2.31031 -1.11646 0.61752 0.2 -0.6 0.3 -0.578
O -1.07657 -1.81516 1.12709 -0.6 0.4 -1.2 -0.477
O 2.08740 0.37641 -0.88552 -0.5 0.4 -0.4 -0.568
H -0.10931 -0.92785 -1.80904 -0.2 0.0 0.7 0.329
H -1.91210 -1.45104 -1.46607 2.3 1.1 0.5 0.299
H -1.34666 0.22476 -1.12378 0.6 -0.7 -0.4 0.319
H 0.20579 2.18437 1.26152 -0.3 0.0 -0.8 0.301
H 0.22587 1.70451 -0.52688 -0.3 0.7 0.5 0.422
H -1.33572 1.49206 0.45310 2.6 -0.3 0.3 0.252
H 0.60566 -0.20262 1.84116 -0.1 1.0 -1.7 0.408
```
Forces are in eV/Å.